1.
Here is an isolated ion of composition CH3F3N2P and charge +1 at a distorted geometry from the Open Molecules 2025 dataset. Energies are from ωB97M-V/def2-TZVPD.

Geometry (Å):
N1 0.06 -0.12 0.81
C1 0.94 -0.46 -0.10
F1 1.86 -1.29 0.34
N2 1.09 -0.07 -1.34
P1 2.61 0.01 -2.32
F2 1.91 -0.27 -3.69
F3 2.46 1.55 -2.43
H1 -0.78 0.29 0.54
H2 0.14 -0.43 1.78
H3 0.65 0.80 -1.78

The SMILES is N/C(F)=[NH+]/P(F)F. The gap between HOMO and LUMO comes out at 11.83 eV. As for the total energy: -790.1891 hartree. The molar mass is 131.0 u. The value obtained for the maximum force is 2.25 eV/A. As for the multiplicity: 1. The net charge is +1. For the energy above the lowest of the compared OMol25 structures with the same formula, charge and spin, the calculation gives 0.0703 eV. Its HOMO energy is -16.1 eV.


2.
Here is the molecule CH3F3NP at a distorted geometry from the Open Molecules 2025 dataset. Energies are from ωB97M-V/def2-TZVPD.

Geometry (Å):
N1 -1.47 0.12 -0.55
P1 -0.35 -0.97 0.10
C1 1.28 0.05 0.15
F1 2.26 -0.64 0.75
F2 1.76 0.34 -1.09
F3 1.15 1.18 0.88
H1 -2.09 -0.25 -1.39
H2 -1.83 1.03 -0.35
H3 -0.71 -0.85 1.49

The SMILES is NPC(F)(F)F. The gap between HOMO and LUMO comes out at 10.79 eV. As for the total energy: -735.6039 hartree. The molar mass is 117.0 u. The value obtained for the maximum force is 4.21 eV/A. As for the multiplicity: 1. For the energy above the lowest of the compared OMol25 structures with the same formula, charge and spin, the calculation gives 0.2420 eV. Its HOMO energy is -10.1 eV.


3.
Here is the molecule CH3F3Si from the Open Molecules 2025 dataset. Energies are from ωB97M-V/def2-TZVPD.

Geometry (Å):
F1 0.40 -2.59 1.26
C1 1.15 -1.62 0.71
F2 2.04 -1.26 1.65
F3 1.87 -2.21 -0.27
Si1 0.09 -0.12 0.05
H1 1.07 0.81 -0.50
H2 -0.79 -0.71 -0.94
H3 -0.60 0.37 1.24

The SMILES is FC(F)(F)[SiH3]. The gap between HOMO and LUMO comes out at 12.70 eV. As for the total energy: -628.9761 hartree. The molar mass is 100.1 u. The value obtained for the maximum force is 0.99 eV/A. As for the multiplicity: 1. For the energy above the lowest of the compared OMol25 structures with the same formula, charge and spin, the calculation gives 6.4360 eV. Its HOMO energy is -11.9 eV.


4.
Here is CH3FIN as an isolated structure at a distorted geometry from the Open Molecules 2025 dataset. Energies are from ωB97M-V/def2-TZVPD.

Geometry (Å):
C1 -0.64 0.25 -0.04
N1 0.30 -0.62 -0.56
F1 0.33 -1.72 0.24
I1 2.64 0.54 0.16
H1 -0.15 1.25 -0.17
H2 -1.56 0.14 -0.61
H3 -0.92 0.16 0.97

The gap between HOMO and LUMO (alpha / beta) comes out at 8.76 / 7.27 eV. As for the total energy: -492.0726 hartree. The molar mass is 174.9 u. The value obtained for the maximum force is 2.63 eV/A. As for the multiplicity: 1. For the energy above the lowest of the compared OMol25 structures with the same formula, charge and spin, the calculation gives 3.4164 eV. Its HOMO energy (alpha / beta) is -9.9 / -9.6 eV.


5.
Here is CH3FIN as an isolated structure at a distorted geometry from the Open Molecules 2025 dataset. Energies are from ωB97M-V/def2-TZVPD.

Geometry (Å):
C1 -0.59 -0.14 0.26
N1 0.24 -1.05 0.30
F1 2.47 -0.05 -0.77
I1 -0.22 -2.37 1.75
H1 2.12 -0.80 -0.39
H2 -1.46 -0.13 0.76
H3 -0.33 0.79 -0.37

The gap between HOMO and LUMO comes out at 9.73 eV. As for the total energy: -492.1608 hartree. The molar mass is 174.9 u. The value obtained for the maximum force is 5.13 eV/A. As for the multiplicity: 1. For the energy above the lowest of the compared OMol25 structures with the same formula, charge and spin, the calculation gives 1.0160 eV. Its HOMO energy is -9.9 eV.


6.
Here is CH3FIN as an isolated structure at a distorted geometry from the Open Molecules 2025 dataset. Energies are from ωB97M-V/def2-TZVPD.

Geometry (Å):
C1 -0.23 -0.46 -0.67
N1 0.73 -0.31 0.08
F1 -0.16 2.11 0.43
I1 0.61 -0.95 2.02
H1 0.31 0.98 0.31
H2 -0.91 -1.47 -0.46
H3 -0.34 0.09 -1.70

The gap between HOMO and LUMO comes out at 9.18 eV. As for the total energy: -492.1017 hartree. The molar mass is 174.9 u. The value obtained for the maximum force is 6.51 eV/A. As for the multiplicity: 1. For the energy above the lowest of the compared OMol25 structures with the same formula, charge and spin, the calculation gives 2.6261 eV. Its HOMO energy is -10.4 eV.


7.
Here is the molecule CH3FN2O at a distorted geometry from the Open Molecules 2025 dataset. Energies are from ωB97M-V/def2-TZVPD.

Geometry (Å):
N1 -0.26 0.99 -0.64
C1 -0.45 -0.05 0.23
O1 -1.66 -0.24 0.61
N2 0.64 -0.73 0.73
F1 0.72 -1.98 1.12
H1 0.64 1.11 -1.11
H2 -1.10 1.36 -1.09
H3 1.47 -0.48 0.14

The SMILES is NC(=O)NF. The gap between HOMO and LUMO comes out at 10.65 eV. As for the total energy: -324.4418 hartree. The molar mass is 78.0 u. The value obtained for the maximum force is 6.54 eV/A. As for the multiplicity: 1. For the energy above the lowest of the compared OMol25 structures with the same formula, charge and spin, the calculation gives 1.7566 eV. Its HOMO energy is -10.1 eV.


8.
Here is the molecule CH3FO2S at a distorted geometry from the Open Molecules 2025 dataset. Energies are from ωB97M-V/def2-TZVPD.

Geometry (Å):
C1 0.38 0.02 -0.18
O1 1.19 0.93 -1.07
O2 -1.34 0.74 1.70
F1 -1.02 -1.72 0.93
S1 -1.50 -0.11 0.55
H1 0.51 -0.89 -0.73
H2 0.90 0.76 -2.01
H3 0.87 0.27 0.81

The gap between HOMO and LUMO comes out at 9.87 eV. As for the total energy: -688.3485 hartree. The molar mass is 98.1 u. The value obtained for the maximum force is 3.14 eV/A. As for the multiplicity: 1. For the energy above the lowest of the compared OMol25 structures with the same formula, charge and spin, the calculation gives 1.5881 eV. Its HOMO energy is -9.9 eV.


9.
Here is the molecule CH3FOS at a distorted geometry from the Open Molecules 2025 dataset. Energies are from ωB97M-V/def2-TZVPD.

Geometry (Å):
C1 0.73 -0.10 0.07
O1 -1.66 -1.13 -0.46
F1 -1.49 1.32 -0.26
S1 -1.08 -0.17 0.41
H1 0.92 0.86 0.57
H2 1.26 0.15 -0.90
H3 1.32 -0.92 0.56

The gap between HOMO and LUMO comes out at 11.08 eV. As for the total energy: -613.1506 hartree. The molar mass is 82.1 u. The value obtained for the maximum force is 1.97 eV/A. As for the multiplicity: 1. For the energy above the lowest of the compared OMol25 structures with the same formula, charge and spin, the calculation gives 0.8107 eV. Its HOMO energy is -10.3 eV.


10.
Here is a 2-piece molecular cluster, CH3FOS2 overall at a distorted geometry from the Open Molecules 2025 dataset. Energies are from ωB97M-V/def2-TZVPD.

Geometry (Å):
C1 0.29 0.50 -0.75
O1 -1.95 -0.55 0.38
F1 0.46 0.77 2.20
S1 0.23 -2.42 0.77
S2 -0.52 -0.66 0.44
H1 1.34 0.44 -0.63
H2 0.09 0.39 -1.86
H3 0.05 1.54 -0.54

The gap between HOMO and LUMO (alpha / beta) comes out at 7.73 / 7.71 eV. As for the total energy: -1011.2395 hartree. The molar mass is 114.2 u. The value obtained for the maximum force is 3.00 eV/A. As for the multiplicity: 1. For the energy above the lowest of the compared OMol25 structures with the same formula, charge and spin, the calculation gives 2.6199 eV. Its HOMO energy (alpha / beta) is -10.6 / -10.6 eV.


11.
Here is a 2-piece molecular cluster, CH3FS overall at a distorted geometry from the Open Molecules 2025 dataset. Energies are from ωB97M-V/def2-TZVPD.

Geometry (Å):
C1 -0.25 0.06 0.32
F1 -1.08 -0.82 -0.16
S1 1.43 -0.12 -0.04
H1 -0.71 1.37 -0.23
H2 -0.52 0.03 1.42
H3 1.13 -0.52 -1.30

The gap between HOMO and LUMO comes out at 10.25 eV. As for the total energy: -537.8730 hartree. The molar mass is 66.1 u. The value obtained for the maximum force is 6.41 eV/A. As for the multiplicity: 1. For the energy above the lowest of the compared OMol25 structures with the same formula, charge and spin, the calculation gives 1.4073 eV. Its HOMO energy is -9.4 eV.


12.
Here is CH3I2N as an isolated structure at a distorted geometry from the Open Molecules 2025 dataset. Energies are from ωB97M-V/def2-TZVPD.

Geometry (Å):
C1 0.20 0.18 -0.72
N1 -0.47 -0.60 0.47
I1 0.96 -1.66 1.46
I2 -1.37 0.93 1.65
H1 -0.76 0.61 -1.21
H2 0.75 1.08 -0.35
H3 0.69 -0.54 -1.30

The gap between HOMO and LUMO comes out at 7.98 eV. As for the total energy: -689.9694 hartree. The molar mass is 282.8 u. The value obtained for the maximum force is 4.41 eV/A. As for the multiplicity: 1. For the energy above the lowest of the compared OMol25 structures with the same formula, charge and spin, the calculation gives 0.8357 eV. Its HOMO energy is -9.0 eV.


13.
Here is a 2-piece molecular cluster, CH3I2N2 overall at a distorted geometry from the Open Molecules 2025 dataset. Energies are from ωB97M-V/def2-TZVPD.

Geometry (Å):
C1 -1.30 0.04 -0.10
N1 -1.88 -0.76 -0.79
N2 -0.89 1.03 0.60
I1 2.45 -0.68 0.22
I2 5.04 -0.93 -0.43
H1 -1.84 -1.72 -1.19
H2 -1.04 1.21 1.58
H3 -0.55 1.81 0.10

The gap between HOMO and LUMO comes out at 7.41 eV. As for the total energy: -744.5049 hartree. The molar mass is 296.9 u. The value obtained for the maximum force is 4.63 eV/A. As for the multiplicity: 1. The net charge is +1. For the energy above the lowest of the compared OMol25 structures with the same formula, charge and spin, the calculation gives 0.5199 eV. Its HOMO energy is -12.3 eV.


14.
Here is CH3I2NS2 as an isolated structure at a distorted geometry from the Open Molecules 2025 dataset. Energies are from ωB97M-V/def2-TZVPD.

Geometry (Å):
C1 -1.29 0.08 0.06
N1 -0.02 0.09 -0.56
S1 0.94 2.03 0.64
S2 1.00 -0.84 -1.24
I1 3.02 1.17 0.16
I2 1.31 -2.66 0.32
H1 -1.85 1.15 -0.05
H2 -1.99 -0.80 -0.42
H3 -1.12 -0.22 1.09

The gap between HOMO and LUMO (alpha / beta) comes out at 6.92 / 5.69 eV. As for the total energy: -1486.2873 hartree. The molar mass is 347.0 u. The value obtained for the maximum force is 3.05 eV/A. As for the multiplicity: 3. For the energy above the lowest of the compared OMol25 structures with the same formula, charge and spin, the calculation gives 1.0257 eV. Its HOMO energy (alpha / beta) is -7.4 / -8.5 eV.


15.
Here is the molecule CH3I2O2P at a distorted geometry from the Open Molecules 2025 dataset. Energies are from ωB97M-V/def2-TZVPD.

Geometry (Å):
O1 1.55 0.37 0.88
C1 1.01 -0.14 -0.26
O2 -0.33 -0.50 -0.24
P1 -1.40 0.23 0.69
I1 -3.05 -1.44 0.20
I2 -2.11 2.09 -0.83
H1 1.60 -0.29 1.49
H2 1.25 0.63 -1.15
H3 1.48 -0.96 -0.77

The SMILES is OCOP(I)I. The gap between HOMO and LUMO comes out at 8.90 eV. As for the total energy: -1127.1436 hartree. The molar mass is 331.8 u. The value obtained for the maximum force is 5.43 eV/A. As for the multiplicity: 1. For the energy above the lowest of the compared OMol25 structures with the same formula, charge and spin, the calculation gives 1.3533 eV. Its HOMO energy is -9.2 eV.


16.
Here is an isolated ion of composition CH3I3P and charge +1 from the Open Molecules 2025 dataset. Energies are from ωB97M-V/def2-TZVPD.

Geometry (Å):
C1 -0.15 -0.14 -0.16
P1 -4.77 -0.04 -1.16
I1 -4.48 2.27 -0.53
I2 -6.03 -1.00 0.64
I3 -2.03 -1.08 -0.75
H1 -0.31 0.41 0.76
H2 0.51 -0.99 0.00
H3 0.18 0.48 -0.98

The gap between HOMO and LUMO comes out at 6.86 eV. As for the total energy: -1274.0585 hartree. The molar mass is 426.7 u. The value obtained for the maximum force is 0.96 eV/A. As for the multiplicity: 1. The net charge is +1. For the energy above the lowest of the compared OMol25 structures with the same formula, charge and spin, the calculation gives 1.1489 eV. Its HOMO energy is -13.7 eV.


17.
Here is a 2-piece molecular cluster, CH3IN4 overall at a distorted geometry from the Open Molecules 2025 dataset. Energies are from ωB97M-V/def2-TZVPD.

Geometry (Å):
C1 1.01 1.00 0.32
N1 1.17 -0.39 0.12
N2 0.25 -0.81 -0.51
N3 -0.58 0.32 -0.92
N4 -0.14 1.37 -0.40
H1 0.79 1.15 1.34
H2 1.86 1.67 0.13
I1 -2.87 -2.63 0.13
H3 -1.49 -1.67 -0.20

The SMILES is C1N=NN=N1.I. The gap between HOMO and LUMO comes out at 8.63 eV. As for the total energy: -556.5128 hartree. The molar mass is 198.0 u. The value obtained for the maximum force is 3.38 eV/A. As for the multiplicity: 1. For the energy above the lowest of the compared OMol25 structures with the same formula, charge and spin, the calculation gives 1.7826 eV. Its HOMO energy is -9.6 eV.


18.
Here is a 2-piece molecular cluster, CH3INOP overall at a distorted geometry from the Open Molecules 2025 dataset. Energies are from ωB97M-V/def2-TZVPD.

Geometry (Å):
C1 -0.53 -1.16 0.36
N1 1.17 0.26 -0.56
O1 -1.43 -0.49 0.66
P1 0.29 1.59 -0.50
I1 -0.19 -3.20 0.48
H1 1.90 0.17 0.13
H2 -0.42 1.63 0.72
H3 -0.79 1.21 -1.29

The gap between HOMO and LUMO (alpha / beta) comes out at 6.92 / 7.38 eV. As for the total energy: -808.8204 hartree. The molar mass is 202.9 u. The value obtained for the maximum force is 2.15 eV/A. As for the multiplicity: 1. For the energy above the lowest of the compared OMol25 structures with the same formula, charge and spin, the calculation gives 3.4230 eV. Its HOMO energy (alpha / beta) is -8.1 / -8.5 eV.


19.
Here is a 2-piece molecular cluster, CH3INP overall at a distorted geometry from the Open Molecules 2025 dataset. Energies are from ωB97M-V/def2-TZVPD.

Geometry (Å):
C1 -1.16 1.44 0.13
N1 -2.22 0.78 0.03
P1 -3.56 0.15 0.02
I1 3.72 -2.29 -0.13
H1 -1.18 2.23 0.81
H2 -0.35 1.14 -0.49
H3 4.75 -3.45 -0.38

The gap between HOMO and LUMO comes out at 7.16 eV. As for the total energy: -733.6140 hartree. The molar mass is 186.9 u. The value obtained for the maximum force is 3.17 eV/A. As for the multiplicity: 1. For the energy above the lowest of the compared OMol25 structures with the same formula, charge and spin, the calculation gives 1.4871 eV. Its HOMO energy is -7.3 eV.


20.
Here is a 2-piece molecular cluster, CH3IO overall at a distorted geometry from the Open Molecules 2025 dataset. Energies are from ωB97M-V/def2-TZVPD.

Geometry (Å):
C1 2.24 -1.60 0.57
O1 0.24 1.24 0.16
I1 3.01 0.16 0.00
H1 3.14 -2.13 0.94
H2 0.22 0.24 0.07
H3 -0.48 1.43 0.81

The gap between HOMO and LUMO comes out at 7.56 eV. As for the total energy: -412.6791 hartree. The molar mass is 157.9 u. The value obtained for the maximum force is 1.86 eV/A. As for the multiplicity: 1. For the energy above the lowest of the compared OMol25 structures with the same formula, charge and spin, the calculation gives 3.4656 eV. Its HOMO energy is -8.8 eV.